Formula: C7H12N2
Source: OMol25
Level of theory: ωB97M-V/def2-TZVPD

E_tot: -383.166864 a.u.
orbital gap: 8.876 eV
ΔE to the lowest compared entry with this formula, charge and spin: 160.86 kcal per mole

ORCA input file:
```
! RIJCOSX wB97M-V def2-TZVPD def2/J DEFGRID3
* xyz 0 1
C 2.80 -1.63 1.91
C 1.86 -0.78 1.05
C 0.78 -1.10 0.31
C -0.06 -0.05 -0.33
C -0.19 1.34 0.21
C -1.38 0.41 0.23
C -2.44 0.35 -0.70
H 2.80 -2.68 1.78
H 2.85 -1.37 3.09
H 3.78 -1.32 1.69
H 2.32 0.22 1.10
H 0.42 -2.21 0.16
H -0.55 -0.40 -1.52
H 0.30 1.41 1.05
H -0.32 2.42 -0.16
H -1.61 0.13 1.30
H -3.26 0.02 -0.08
H -1.23 2.35 -2.58
H -2.47 1.04 -3.78
N -2.67 0.64 -1.90
N -1.73 1.23 -2.83
*
```

Formula: CH3N5O6
Source: OMol25
Level of theory: ωB97M-V/def2-TZVPD

E_tot: -764.655611 a.u.
orbital gap (spin up / spin down): 6.988 / 8.125 eV

ORCA input file:
```
! RIJCOSX wB97M-V def2-TZVPD def2/J DEFGRID3
* xyz 0 3
C 0.36 -0.09 -0.46
N -1.39 0.59 -2.09
N -0.10 0.59 -1.53
N 1.77 -0.16 -0.31
N 0.02 -0.48 2.86
N -0.60 -0.45 0.42
O 2.45 0.20 -1.26
O -0.12 0.70 2.87
O -1.76 -0.07 0.38
O 2.23 -0.58 0.72
O 0.22 -1.35 3.63
O -0.18 -1.19 1.43
H -2.10 0.50 -1.31
H -1.44 1.00 -3.05
H 0.62 0.82 -2.31
*
```